(1)
DFT (the ωB97M-V functional and the def2-TZVPD basis) results for an isolated molecule of C5H5NO.

- LUMO energy (eV) = -1.045
- multiplicity = 1
- HOMO level (eV) = -9.037
- ΔE to the lowest compared entry with this formula, charge and spin (kJ/mol) = 493.79

Atoms and positions in Å:
N 2.79395 -1.06873 0.98692
C 1.76674 -0.73864 0.57286
C 0.49819 -0.35526 0.00514
C -0.74885 -1.04758 0.00763
C -0.87659 0.81907 0.31346
C 0.15520 0.87187 -0.80195
O -0.20181 0.88845 1.44405
H -1.20138 -1.24105 -0.96482
H -0.95958 -1.78012 0.78752
H -1.88621 1.25560 0.20769
H -0.15587 0.66033 -1.82759
H 0.83965 1.71462 -0.72795

=====

(2)
DFT (the ωB97M-V functional and the def2-TZVPD basis) results for an isolated molecule of C18H25ClN4O5S2.

- LUMO energy (eV) = 0.224
- multiplicity = 1
- HOMO level (eV) = -8.582
- SMILES = CCOC(=O)N1CCN(C(=S)Nc2cc(S(=O)(=O)N3CCOCC3)ccc2Cl)CC1

Atoms and positions in Å:
C 2.65403 8.24583 -2.95673
C 3.56920 7.04183 -3.12518
O 2.93576 5.83314 -2.70263
C 2.94286 5.60380 -1.37139
O 3.48842 6.30387 -0.55356
N 2.25053 4.48140 -1.05728
C 1.68249 3.59821 -2.05046
C 0.57806 2.75263 -1.42228
N 1.11162 1.95969 -0.33118
C 0.54190 0.81312 0.09364
S 1.25796 -0.13865 1.24010
N -0.68227 0.52319 -0.46259
C -1.39221 -0.65957 -0.36015
C -0.78279 -1.90905 -0.26187
C -1.55424 -3.04753 -0.17058
S -0.71854 -4.63147 0.02535
O 0.57021 -4.51924 -0.58540
O -1.62022 -5.65633 -0.41063
N -0.47745 -4.86165 1.64389
C 0.48342 -4.03193 2.33544
C -0.20977 -2.89116 3.08751
O -1.23152 -3.38251 3.93046
C -2.20996 -4.08088 3.19496
C -1.59323 -5.27634 2.46077
C -2.93378 -3.00042 -0.21168
C -3.55846 -1.77154 -0.35362
C -2.79324 -0.62129 -0.41836
Cl -3.58835 0.91188 -0.59541
C 2.29506 2.48296 0.32301
C 2.25117 4.00260 0.31109
H 2.43584 8.39703 -1.90251
H 1.72159 8.09132 -3.49486
H 3.14552 9.13305 -3.34503
H 3.81364 6.87408 -4.17607
H 4.48679 7.18278 -2.54550
H 2.45413 2.94128 -2.47303
H 1.26916 4.19870 -2.86342
H -0.22206 3.41630 -1.06475
H 0.17075 2.08933 -2.19078
H -1.26727 1.31171 -0.72003
H 0.28959 -2.00380 -0.26743
H 1.18469 -3.64849 1.59641
H 1.02247 -4.66331 3.05053
H 0.49943 -2.37397 3.73437
H -0.63273 -2.16976 2.37406
H -2.95291 -4.41602 3.92084
H -2.68743 -3.40133 2.47052
H -2.31385 -5.76244 1.80449
H -1.22535 -6.00059 3.19623
H -3.49735 -3.91736 -0.16058
H -4.63376 -1.70378 -0.40836
H 2.31224 2.10788 1.34890
H 3.19869 2.12298 -0.18177
H 3.12243 4.42243 0.81817
H 1.35216 4.35333 0.83338

=====

(3)
DFT (the ωB97M-V functional and the def2-TZVPD basis) results for a structure of composition C31H43N3PPtSi3.

- LUMO energy (spin up / spin down) (eV) = -2.919 / -5.188
- multiplicity = 3
- HOMO level (spin up / spin down) (eV) = -9.381 / -9.378
- charge = +1
- ΔE to the lowest compared entry with this formula, charge and spin (kJ/mol) = 57.91

Atoms and positions in Å:
Pt 0.16770 0.01310 0.21050
N 1.24240 2.85370 -0.11110
P 2.29440 1.34230 0.10710
C 3.85550 2.34000 -0.00800
C 4.85330 2.23040 0.95170
C 6.00660 2.99310 0.85000
C 6.16860 3.86030 -0.21750
C 5.18050 3.96310 -1.18590
C 4.03150 3.20260 -1.08940
C 2.41080 0.56400 -1.54010
C 3.66570 0.08000 -1.90840
C 3.83280 -0.61020 -3.09430
C 2.74490 -0.82600 -3.92620
C 1.48600 -0.39000 -3.54380
C 1.30260 0.27170 -2.33820
C -1.19950 2.71670 0.21730
C -2.32000 3.52900 0.36290
C -3.51960 3.15390 -0.21580
C -3.56890 1.98880 -0.96910
C -2.41120 1.24780 -1.09600
N -1.26880 1.58970 -0.50170
H 1.88480 3.62460 0.12570
H 4.73810 1.54140 1.77500
H 6.77570 2.90900 1.60410
H 7.06390 4.45610 -0.30260
H 5.30160 4.63070 -2.02580
H 3.27590 3.25930 -1.86220
H 4.51550 0.25630 -1.26390
H 4.81020 -0.97680 -3.37240
H 2.87990 -1.33030 -4.87120
H 0.64240 -0.56430 -4.19500
H 0.32250 0.66880 -2.08820
H -2.25460 4.44500 0.92680
H -4.40110 3.75790 -0.06910
H -4.47820 1.66630 -1.44980
H -2.38620 0.34810 -1.69860
C 2.72750 -1.43360 1.57080
Si 1.03740 -1.38100 2.50450
C 0.25140 -3.04040 1.95270
C 1.48560 -1.43980 4.35830
C -0.19510 0.10910 2.28550
Si -2.03370 -0.40930 2.54300
C -3.30220 1.00520 2.70090
C -2.50730 -1.38270 0.95650
C -2.26120 -1.44420 4.12640
Si 0.30710 1.92060 2.54920
C -0.77380 2.83190 3.83280
C 2.09810 2.20350 3.16510
C 0.09660 3.06090 0.88050
C 0.16510 4.50500 1.23590
C 0.29200 5.48200 0.29670
C 0.31530 5.32780 -1.10850
C 0.46010 4.15220 -1.84060
N 0.88090 2.97190 -1.46250
H 3.27320 -2.31520 1.89650
H 3.35010 -0.57070 1.78510
H 2.60640 -1.51200 0.48930
H 0.92080 -3.86120 2.19070
H 0.07440 -3.07930 0.87950
H -0.68790 -3.24340 2.44940
H 2.05470 -2.33750 4.57310
H 0.60360 -1.44910 4.98700
H 2.09180 -0.58990 4.65170
H -3.16650 1.77830 1.95680
H -3.26520 1.47370 3.67560
H -4.30400 0.60590 2.57670
H -1.67240 -1.38200 0.23890
H -3.36370 -0.93560 0.46390
H -2.74790 -2.41810 1.16320
H -2.02650 -0.86490 5.01280
H -1.64510 -2.33360 4.15410
H -3.29510 -1.76160 4.21680
H -1.17330 2.12240 4.54570
H -1.61200 3.36530 3.40210
H -0.17900 3.54090 4.39840
H 2.06070 2.52200 4.20180
H 2.63790 2.96760 2.61290
H 2.66960 1.28400 3.12710
H 0.14820 4.76270 2.27940
H 0.29510 6.50750 0.64240
H 0.17550 6.22980 -1.68720
H 0.25910 4.18940 -2.90420

=====

Taking the records one at a time from the top gives DFT total energy values of -8798.3013 -69462.9405 -73475.7677 eV.
Taking the records one at a time from the top gives F_max values of 0.017 0.021 0.037 Eh/bohr.